Record 1
DFT (ωB97M-V/def2-TZVPD) results for a molecular structure, C33H51BrNP3V at a distorted geometry.

Output
Total charge: +4
Spin multiplicity: 2
HOMO level (spin up / spin down): -0.667 / -0.667 Eh
E_LUMO (spin up / spin down): -14.09 / -14.09 eV
Max |F|: 0.070 hartree/bohr
Frontier orbital gap (spin up / spin down): 4.060 / 4.063 eV
ΔE to the lowest compared entry with this formula, charge and spin: 0.000 eV

Geometry as XYZ:
```
90
Properties=species:S:1:pos:R:3:forces:R:3
N 9.00027 0.88650 -5.34210 -0.5 -0.1 0.3
C 8.78627 -0.32674 -4.83080 -0.1 0.0 0.0
C 7.62423 -0.68486 -4.14558 0.1 -0.1 0.1
C 6.64085 0.29828 -3.89357 -0.5 0.3 0.0
C 6.87013 1.58572 -4.46009 0.3 0.0 -0.2
C 8.04744 1.81002 -5.17640 -0.5 0.1 0.3
C 5.45563 0.03140 -3.09331 1.6 -0.2 -0.6
V 0.78156 -0.04884 0.03884 -2.7 -0.2 -1.2
P -5.28193 0.53182 -2.25681 2.8 0.5 0.0
C 4.40591 0.90689 -3.01813 -2.2 1.3 0.6
C 3.18610 0.66216 -2.29037 2.3 0.4 -1.0
C 1.94179 1.20238 -2.70121 -1.6 -0.4 -0.4
C 0.75810 0.42412 -2.53679 1.0 1.6 0.0
C 0.89188 -0.72777 -1.78744 2.6 -0.9 2.3
C 2.12237 -1.15022 -1.08633 0.7 -0.3 -2.6
C 3.22720 -0.28503 -1.25534 -0.8 -2.3 0.5
Br -1.73682 0.19554 -0.04856 1.2 0.1 0.5
H 5.40598 -0.93229 -2.57972 0.1 0.2 -0.2
H 4.38333 1.80286 -3.64207 0.1 -0.4 0.0
H 7.49445 -1.72148 -3.84738 0.0 0.2 0.2
H 6.15805 2.40950 -4.36985 0.3 -0.3 0.0
H 9.58916 -1.03833 -4.98949 -0.2 -0.1 0.0
H 8.23025 2.78083 -5.62720 0.0 -0.1 0.0
H 1.95828 2.13213 -3.27522 -0.2 -0.4 -0.1
H 4.20126 -0.52677 -0.83413 -0.2 -0.1 0.1
H -0.18261 0.61594 -3.05861 0.2 0.4 0.4
H 2.24051 -2.15810 -0.64232 0.1 1.2 -0.7
P 0.46918 2.34514 0.55893 -0.6 1.3 0.0
C -4.25005 -0.87540 -2.86934 -0.6 -0.6 0.3
C -5.00799 -1.47602 -4.06634 -0.1 -0.1 -0.1
H -4.12105 -1.62024 -2.07016 -0.3 0.2 -0.1
H -3.23366 -0.55082 -3.14495 -0.4 0.4 0.1
H -4.61405 -2.45742 -4.34169 0.0 0.2 0.0
H -6.06585 -1.59210 -3.80024 0.2 -0.2 -0.2
H -4.93931 -0.81862 -4.94059 -0.1 -0.2 0.1
C -4.44907 1.98441 -3.03501 -0.8 0.1 -0.7
C -5.42664 3.15915 -3.16554 0.0 0.2 0.0
H -4.12611 1.66386 -4.03941 -0.2 -0.1 0.3
H -3.52971 2.25737 -2.49207 -0.3 -0.3 0.3
H -4.99381 3.94440 -3.79513 -0.1 -0.1 0.2
H -6.35376 2.81246 -3.63822 0.2 0.3 0.1
H -5.67427 3.58904 -2.18779 0.0 0.0 -0.2
C -5.15258 0.70836 -0.44953 -0.5 0.2 0.4
C -6.16491 -0.10910 0.35072 0.0 -0.2 0.2
H -5.20163 1.77045 -0.17180 -0.1 -0.1 -0.3
H -4.12769 0.37952 -0.21729 -0.4 0.0 -0.3
H -5.92419 -0.05016 1.41677 0.0 0.0 -0.2
H -7.18786 0.25796 0.22843 0.2 -0.1 -0.1
H -6.12005 -1.16046 0.05065 -0.2 0.1 0.1
C -0.26892 2.89807 2.17989 -0.5 -1.0 0.3
C 0.48940 3.88089 3.06093 0.4 0.1 0.0
H -0.50293 1.98204 2.74567 0.0 0.3 0.0
H -1.24365 3.32780 1.90246 0.3 -0.3 0.0
H 1.32854 3.41526 3.58096 -0.1 0.1 -0.1
H 0.85552 4.74620 2.50423 -0.1 0.0 0.1
H -0.19569 4.25217 3.82893 0.1 -0.1 -0.1
C -0.66311 3.15061 -0.64867 -0.4 -0.5 -0.6
C -0.03189 4.11567 -1.63006 0.2 0.3 -0.1
H -1.44755 3.64634 -0.06106 0.3 -0.1 -0.1
H -1.17006 2.34114 -1.19359 0.2 0.4 0.1
H 0.55050 4.88197 -1.10859 -0.1 0.0 -0.3
H 0.61383 3.60081 -2.35215 -0.1 0.2 0.2
H -0.83058 4.61604 -2.19121 0.3 -0.1 0.1
C 2.12852 3.05084 0.39334 0.2 0.0 -0.4
C 3.11225 2.38941 1.34794 0.4 0.0 0.4
H 2.05137 4.13459 0.55376 0.0 -0.2 0.0
H 2.44923 2.88210 -0.64663 -0.1 0.3 0.3
H 4.06252 2.93934 1.37708 -0.3 -0.2 0.0
H 2.73657 2.34581 2.37650 0.1 0.0 -0.2
H 3.34669 1.36161 1.03852 0.0 0.1 0.0
C -0.17289 -2.49313 0.10792 -0.4 0.4 -0.3
P 1.11725 -2.22420 1.40899 -0.7 -1.0 0.5
C 0.96001 -0.65530 2.34387 -0.5 0.3 0.7
C 0.50985 -3.37304 2.67372 1.0 -1.0 0.7
C -0.64460 -3.15428 3.42920 -0.2 0.1 0.2
C -1.06125 -4.09853 4.36870 -0.1 0.0 0.0
C -0.31860 -5.26750 4.57228 0.4 0.0 -0.3
C 0.85713 -5.48806 3.83108 -0.4 0.3 0.0
C 1.27434 -4.53168 2.89907 0.2 -0.2 -0.1
H -0.25687 -1.67725 -0.71694 -0.3 -1.5 0.8
H -1.16439 -2.64254 0.56716 0.4 0.3 -0.3
H 0.11849 -3.41095 -0.46057 0.1 0.6 0.5
H 0.09840 -0.68092 3.01170 -0.1 0.4 -0.2
H 1.86850 -0.67136 2.97089 -0.2 0.0 -0.3
H 0.99018 0.35200 1.86547 0.0 0.2 0.6
H -1.22739 -2.25214 3.30234 -0.2 0.0 0.0
H -1.97658 -3.92224 4.95210 0.5 -0.1 -0.3
H -0.65247 -5.99938 5.31631 0.2 0.3 -0.3
H 1.44466 -6.39300 3.98321 -0.1 0.3 0.0
H 2.20328 -4.68330 2.33201 -0.4 0.0 0.3
```
Forces are in eV/Å.

---

Record 2
DFT (ωB97M-V/def2-TZVPD) results for C4H7N3O3 in the gas phase at a distorted geometry.

Output
Spin multiplicity: 1
HOMO level (spin up / spin down): -0.330 / -0.330 Eh
E_LUMO (spin up / spin down): -1.33 / -1.05 eV
Max |F|: 0.096 hartree/bohr
Frontier orbital gap (spin up / spin down): 7.653 / 7.921 eV
ΔE to the lowest compared entry with this formula, charge and spin: 8.466 eV

Geometry as XYZ:
```
17
Properties=species:S:1:pos:R:3:forces:R:3
C 1.13822 0.14041 -0.59797 -0.7 0.1 -1.2
C 0.72564 -1.14000 -1.39790 -4.3 0.8 -0.4
C -0.02481 0.64137 0.21117 0.5 -1.4 0.3
C -0.01046 0.95572 1.62701 0.1 -0.1 1.7
N -0.09917 -1.99182 -0.55417 0.5 -2.0 -0.2
N -0.68211 -1.55177 0.40418 2.6 3.4 -2.3
N -1.23415 1.09833 -0.37649 -0.6 -0.9 -0.3
O -1.33950 -1.87763 1.30109 -1.7 -0.9 1.8
O -1.40416 0.92829 -1.56888 0.2 0.2 -1.0
O -2.10831 1.49052 0.38017 -0.2 0.4 0.0
H 2.01597 -0.10273 0.02746 -0.7 0.0 0.0
H 1.54137 0.74681 -1.42751 -0.5 0.6 0.5
H 0.06585 -1.14926 -2.38375 1.2 1.3 1.9
H 1.56484 -1.58781 -1.75913 2.5 -1.9 -0.2
H 0.99015 1.03888 2.02511 0.3 -1.1 0.4
H -0.80936 0.42992 2.23779 1.3 -0.3 -0.6
H -0.32999 1.93077 1.85182 -0.7 1.8 -0.4
```
Forces are in eV/Å.

---

Record 3
DFT (ωB97M-V/def2-TZVPD) results for 2 unconnected molecules or ions with the total composition C2HF3I2 at a distorted geometry.

Output
Spin multiplicity: 1
HOMO level: -0.362 Eh
E_LUMO: -0.42 eV
Max |F|: 0.092 hartree/bohr
Frontier orbital gap: 9.428 eV
ΔE to the lowest compared entry with this formula, charge and spin: 2.116 eV

Geometry as XYZ:
```
8
Properties=species:S:1:pos:R:3:forces:R:3
C 0.50779 -0.16497 -0.56773 1.7 -4.1 1.0
C -0.58906 0.25046 0.42357 -0.2 -1.9 0.8
F 0.35017 0.24061 -1.81569 -0.8 -0.2 -0.3
F -0.78697 1.53323 0.45928 -0.2 1.9 -0.7
F -0.12453 -0.05460 1.66892 -0.5 -0.7 -0.3
I 2.30041 0.62985 0.17467 1.1 0.5 0.1
I -2.54461 -0.67184 0.13134 0.6 0.0 -0.1
H 0.88681 -1.76276 -0.47437 -1.7 4.4 -0.3
```
Forces are in eV/Å.

---

The lowest max |F| belongs to which entry? C33H51BrNP3V

---

Which of these has the highest spin multiplicity? C33H51BrNP3V